(1)
Molecular formula: C9H18CeCl3I2O3P2
Method: DFT, wB97M-V/def2-TZVPD

Largest force on an atom = 0.11176 Eh/bohr
E_HOMO (alpha / beta) = -15.46 / -15.47 eV
Gap between HOMO and LUMO (alpha / beta) = 0.2186 / 0.1659 Ha
Energy = -3712.65620 Eh
LUMO energy (alpha / beta) = -9.518 / -10.955 eV

```
! wB97M-V def2-TZVPD RIJCOSX def2/J DEFGRID3
* xyz 2 2
I -3.199 0.326 -0.657
I 3.153 0.847 -0.940
Ce 0.215 0.198 -0.409
P -0.485 -2.488 -0.840
C -0.779 -3.388 0.716
C -1.799 -2.954 -1.981
H -1.680 -4.000 -2.264
H 1.189 -3.938 -1.821
H -1.748 -2.294 -2.851
H 1.401 -2.263 -2.351
H -1.700 -3.002 1.193
H -2.765 -2.763 -1.495
C 1.156 -2.895 -1.491
H -0.895 -4.466 0.699
H 1.963 -2.732 -0.768
H 0.059 -3.140 1.408
P -0.395 3.010 -0.763
C -0.598 3.825 0.848
C 1.118 3.684 -1.507
H -1.708 2.987 -2.760
H -1.590 4.639 -2.148
H -2.693 3.453 -1.391
C -1.713 3.595 -1.851
H 1.361 3.098 -2.398
H 1.069 4.732 -1.808
H -0.588 4.927 0.786
H 0.206 3.529 1.538
H 1.974 3.553 -0.840
H -1.543 3.526 1.320
C -0.793 0.595 1.734
O -1.362 0.578 2.734
Cl 3.313 -1.771 4.384
C 2.047 -2.041 3.173
Cl 2.691 -3.144 1.906
Cl 0.676 -2.846 3.938
C 1.596 -0.624 2.522
O 1.936 0.413 3.043
O 0.911 -0.768 1.391
*
```

Electronic structure analysis, Mulliken charges in units of e:
1 I 0.280
2 I -0.113
3 Ce 0.407
4 P 0.637
5 C -0.792
6 C -1.023
7 H 0.421
8 H 0.440
9 H 0.380
10 H 0.448
11 H 0.341
12 H 0.349
13 C -1.163
14 H 0.495
15 H 0.217
16 H -0.137
17 P 0.838
18 C -1.183
19 C -1.286
20 H 0.409
21 H 0.404
22 H 0.353
23 C -1.186
24 H 0.426
25 H 0.417
26 H 0.410
27 H 0.380
28 H 0.302
29 H 0.354
30 C 0.440
31 O -0.144
32 Cl -0.050
33 C 0.480
34 Cl -0.106
35 Cl -0.089
36 C 0.063
37 O -0.469
38 O 0.050


(2)
Molecular formula: C9H18Cl2GdS
Method: DFT, wB97M-V/def2-TZVPD

Relative energy (zero: lowest compared OMol25 entry of this formula, charge and spin) = 245.6 kJ/mol
Largest force on an atom = 0.06711 Eh/bohr
E_HOMO (alpha / beta) = -1.69 / -4.66 eV
Gap between HOMO and LUMO (alpha / beta) = 0.1633 / 0.2715 Ha
Energy = -2437.85697 Eh
LUMO energy (alpha / beta) = 2.750 / 2.730 eV

```
! wB97M-V def2-TZVPD RIJCOSX def2/J DEFGRID3
* xyz -1 8
Gd 2.582 -0.076 -0.006
Cl 1.930 -2.509 -0.084
Cl 2.743 1.910 1.516
C 4.598 -0.576 0.523
H 5.271 0.192 0.957
H 5.092 -1.568 0.394
C -1.018 1.448 -0.831
C 0.126 0.923 -1.161
H -1.070 2.244 -0.074
C 0.289 -0.203 -2.162
H 1.058 1.454 -0.821
C -0.968 -0.394 -3.067
H 1.164 -0.046 -2.827
H 0.473 -1.169 -1.649
C -2.291 -0.174 -2.363
H -0.863 0.293 -3.915
H -0.964 -1.418 -3.450
C -2.342 1.034 -1.402
H -3.085 -0.066 -3.109
H -2.507 -1.084 -1.789
H -2.838 1.880 -1.909
H -3.046 0.746 -0.604
C 0.370 -1.301 3.448
S -0.195 -0.522 1.938
C -1.320 0.661 2.690
H 1.397 -1.645 3.279
H -0.287 -2.154 3.671
H 0.351 -0.579 4.275
H -2.317 0.203 2.773
H -0.961 0.935 3.691
H -1.373 1.562 2.069
*
```

Electronic structure analysis, Mulliken charges in units of e:
1 Gd 0.364
2 Cl -0.610
3 Cl -0.610
4 C -0.875
5 H 0.136
6 H 0.148
7 C -0.388
8 C -0.195
9 H 0.613
10 C -0.300
11 H 0.421
12 C -0.966
13 H 0.351
14 H 0.161
15 C -0.692
16 H 0.341
17 H 0.361
18 C -0.612
19 H 0.318
20 H 0.312
21 H 0.352
22 H 0.195
23 C -0.878
24 S 0.277
25 C -0.841
26 H 0.282
27 H 0.258
28 H 0.281
29 H 0.257
30 H 0.337
31 H 0.203


(3)
Molecular formula: C9H18Cl2MoOS
Method: DFT, wB97M-V/def2-TZVPD

Largest force on an atom = 0.07040 Eh/bohr
E_HOMO (alpha / beta) = -8.02 / -8.66 eV
Gap between HOMO and LUMO (alpha / beta) = 0.2781 / 0.2521 Ha
Energy = -1815.63010 Eh
LUMO energy (alpha / beta) = -0.454 / -1.803 eV

```
! wB97M-V def2-TZVPD RIJCOSX def2/J DEFGRID3
* xyz 0 3
Mo 0.697 0.561 -0.921
Cl 0.856 2.829 -1.287
Cl -0.079 0.404 1.264
C 2.301 -0.358 -0.667
H 2.837 -0.968 -1.404
H 2.835 -0.192 0.283
C -0.922 -0.438 -1.797
C 0.281 -1.208 -2.051
H -1.620 -0.808 -1.051
C 1.001 -1.007 -3.348
H 0.374 -2.178 -1.558
C 0.838 0.440 -3.795
H 2.065 -1.245 -3.258
H 0.645 -1.696 -4.143
C -0.639 0.778 -4.034
H 1.282 1.151 -3.043
H 1.391 0.589 -4.743
C -1.552 0.443 -2.850
H -0.718 1.844 -4.287
H -0.985 0.225 -4.921
H -1.901 1.383 -2.390
H -2.473 -0.052 -3.216
C -4.505 -0.375 2.658
S -3.485 -0.106 1.183
C -2.599 -1.683 1.187
O -4.408 -0.059 0.007
H -3.931 -0.915 3.417
H -5.398 -0.941 2.370
H -4.793 0.594 3.082
H -2.648 -2.063 2.211
H -3.068 -2.375 0.480
H -1.552 -1.485 0.932
*
```

Electronic structure analysis, natural (NBO) charges in units of e:
1 Mo 0.819
2 Cl -0.387
3 Cl -0.327
4 C -0.514
5 H 0.187
6 H 0.209
7 C -0.322
8 C -0.261
9 H 0.243
10 C -0.444
11 H 0.241
12 C -0.398
13 H 0.217
14 H 0.228
15 C -0.409
16 H 0.210
17 H 0.241
18 C -0.446
19 H 0.226
20 H 0.210
21 H 0.236
22 H 0.246
23 C -0.828
24 S 1.240
25 C -0.851
26 O -0.986
27 H 0.223
28 H 0.239
29 H 0.237
30 H 0.230
31 H 0.242
32 H 0.250


(4)
Molecular formula: C9H18Cl9N3O3
Method: DFT, wB97M-V/def2-TZVPD

SMILES = ClC(Cl)Cl.ClC(Cl)Cl.ClC(Cl)Cl.CC(N)=O.CC(N)=O.CC(N)=O
Largest force on an atom = 0.13485 Eh/bohr
E_HOMO = -8.85 eV
Gap between HOMO and LUMO = 0.3331 Ha
Energy = -4885.46052 Eh
LUMO energy = 0.212 eV

```
! wB97M-V def2-TZVPD RIJCOSX def2/J DEFGRID3
* xyz 0 1
O -3.732 0.822 0.060
C -3.996 -0.113 -0.664
N -5.161 -0.226 -1.321
C -2.996 -1.214 -0.691
H -5.640 -1.043 -1.671
H -5.717 0.614 -1.245
H -2.689 -1.592 0.284
H -2.138 -0.961 -1.314
H -3.397 -2.034 -1.287
O -2.196 5.087 2.006
C -2.497 3.948 1.481
N -3.513 3.819 0.676
C -1.624 2.803 1.850
H -4.169 4.574 0.533
H -3.676 2.953 0.182
H -1.846 2.029 1.115
H -1.776 2.493 2.884
H -0.556 2.990 1.733
O 6.106 -2.521 1.235
C 5.946 -2.786 0.026
N 6.958 -3.343 -0.575
C 4.673 -2.529 -0.717
H 7.874 -3.308 -0.151
H 6.953 -3.456 -1.579
H 4.749 -2.826 -1.763
H 4.559 -1.449 -0.816
H 3.916 -3.050 -0.132
C -0.187 0.055 4.650
Cl 0.410 -1.343 5.569
Cl -1.924 0.232 4.813
Cl 0.089 -0.321 2.950
H 0.317 1.004 4.833
C 0.244 -1.304 -4.195
Cl 1.831 -1.978 -3.763
Cl -0.930 -2.585 -4.530
Cl 0.493 -0.181 -5.570
H -0.081 -0.727 -3.329
C 1.057 1.494 -0.184
Cl 1.732 3.097 -0.613
Cl 2.208 0.185 -0.194
Cl -0.259 1.185 -1.375
H 0.583 1.508 0.797
*
```

Electronic structure analysis, natural (NBO) charges in units of e:
1 O -0.655
2 C 0.680
3 N -0.816
4 C -0.708
5 H 0.411
6 H 0.400
7 H 0.250
8 H 0.241
9 H 0.204
10 O -0.677
11 C 0.647
12 N -0.793
13 C -0.706
14 H 0.407
15 H 0.420
16 H 0.224
17 H 0.243
18 H 0.220
19 O -0.647
20 C 0.651
21 N -0.787
22 C -0.709
23 H 0.409
24 H 0.380
25 H 0.208
26 H 0.243
27 H 0.252
28 C -0.283
29 Cl 0.028
30 Cl 0.030
31 Cl -0.010
32 H 0.242
33 C -0.274
34 Cl 0.004
35 Cl 0.022
36 Cl 0.010
37 H 0.234
38 C -0.273
39 Cl 0.024
40 Cl 0.043
41 Cl -0.033
42 H 0.241


Repeat the first record exactly.
Molecular formula: C9H18CeCl3I2O3P2
Method: DFT, wB97M-V/def2-TZVPD

Largest force on an atom = 0.11176 Eh/bohr
E_HOMO (alpha / beta) = -15.46 / -15.47 eV
Gap between HOMO and LUMO (alpha / beta) = 0.2186 / 0.1659 Ha
Energy = -3712.65620 Eh
LUMO energy (alpha / beta) = -9.518 / -10.955 eV

```
! wB97M-V def2-TZVPD RIJCOSX def2/J DEFGRID3
* xyz 2 2
I -3.199 0.326 -0.657
I 3.153 0.847 -0.940
Ce 0.215 0.198 -0.409
P -0.485 -2.488 -0.840
C -0.779 -3.388 0.716
C -1.799 -2.954 -1.981
H -1.680 -4.000 -2.264
H 1.189 -3.938 -1.821
H -1.748 -2.294 -2.851
H 1.401 -2.263 -2.351
H -1.700 -3.002 1.193
H -2.765 -2.763 -1.495
C 1.156 -2.895 -1.491
H -0.895 -4.466 0.699
H 1.963 -2.732 -0.768
H 0.059 -3.140 1.408
P -0.395 3.010 -0.763
C -0.598 3.825 0.848
C 1.118 3.684 -1.507
H -1.708 2.987 -2.760
H -1.590 4.639 -2.148
H -2.693 3.453 -1.391
C -1.713 3.595 -1.851
H 1.361 3.098 -2.398
H 1.069 4.732 -1.808
H -0.588 4.927 0.786
H 0.206 3.529 1.538
H 1.974 3.553 -0.840
H -1.543 3.526 1.320
C -0.793 0.595 1.734
O -1.362 0.578 2.734
Cl 3.313 -1.771 4.384
C 2.047 -2.041 3.173
Cl 2.691 -3.144 1.906
Cl 0.676 -2.846 3.938
C 1.596 -0.624 2.522
O 1.936 0.413 3.043
O 0.911 -0.768 1.391
*
```

Electronic structure analysis, Mulliken charges in units of e:
1 I 0.280
2 I -0.113
3 Ce 0.407
4 P 0.637
5 C -0.792
6 C -1.023
7 H 0.421
8 H 0.440
9 H 0.380
10 H 0.448
11 H 0.341
12 H 0.349
13 C -1.163
14 H 0.495
15 H 0.217
16 H -0.137
17 P 0.838
18 C -1.183
19 C -1.286
20 H 0.409
21 H 0.404
22 H 0.353
23 C -1.186
24 H 0.426
25 H 0.417
26 H 0.410
27 H 0.380
28 H 0.302
29 H 0.354
30 C 0.440
31 O -0.144
32 Cl -0.050
33 C 0.480
34 Cl -0.106
35 Cl -0.089
36 C 0.063
37 O -0.469
38 O 0.050


What did the third record say?
Molecular formula: C9H18Cl2MoOS
Method: DFT, wB97M-V/def2-TZVPD

Largest force on an atom = 0.07040 Eh/bohr
E_HOMO (alpha / beta) = -8.02 / -8.66 eV
Gap between HOMO and LUMO (alpha / beta) = 0.2781 / 0.2521 Ha
Energy = -1815.63010 Eh
LUMO energy (alpha / beta) = -0.454 / -1.803 eV

```
! wB97M-V def2-TZVPD RIJCOSX def2/J DEFGRID3
* xyz 0 3
Mo 0.697 0.561 -0.921
Cl 0.856 2.829 -1.287
Cl -0.079 0.404 1.264
C 2.301 -0.358 -0.667
H 2.837 -0.968 -1.404
H 2.835 -0.192 0.283
C -0.922 -0.438 -1.797
C 0.281 -1.208 -2.051
H -1.620 -0.808 -1.051
C 1.001 -1.007 -3.348
H 0.374 -2.178 -1.558
C 0.838 0.440 -3.795
H 2.065 -1.245 -3.258
H 0.645 -1.696 -4.143
C -0.639 0.778 -4.034
H 1.282 1.151 -3.043
H 1.391 0.589 -4.743
C -1.552 0.443 -2.850
H -0.718 1.844 -4.287
H -0.985 0.225 -4.921
H -1.901 1.383 -2.390
H -2.473 -0.052 -3.216
C -4.505 -0.375 2.658
S -3.485 -0.106 1.183
C -2.599 -1.683 1.187
O -4.408 -0.059 0.007
H -3.931 -0.915 3.417
H -5.398 -0.941 2.370
H -4.793 0.594 3.082
H -2.648 -2.063 2.211
H -3.068 -2.375 0.480
H -1.552 -1.485 0.932
*
```

Electronic structure analysis, natural (NBO) charges in units of e:
1 Mo 0.819
2 Cl -0.387
3 Cl -0.327
4 C -0.514
5 H 0.187
6 H 0.209
7 C -0.322
8 C -0.261
9 H 0.243
10 C -0.444
11 H 0.241
12 C -0.398
13 H 0.217
14 H 0.228
15 C -0.409
16 H 0.210
17 H 0.241
18 C -0.446
19 H 0.226
20 H 0.210
21 H 0.236
22 H 0.246
23 C -0.828
24 S 1.240
25 C -0.851
26 O -0.986
27 H 0.223
28 H 0.239
29 H 0.237
30 H 0.230
31 H 0.242
32 H 0.250


Which of these has the highest largest force on an atom? C9H18Cl9N3O3


Which of these has the highest largest force on an atom? C9H18Cl9N3O3